Entry from the OMol25 dataset: a cluster of 10 separate species, C34H47F21O26S3 in total at a distorted geometry (the ωB97M-V functional and the def2-TZVPD basis).

Largest force on an atom   2.182 eV/A
Molar mass   1366.88 g/mol
E   -178827.2864 eV
Total charge   0
Gap between HOMO and LUMO   11.29 eV
LUMO energy   0.306 eV
Relative energy (zero: lowest compared OMol25 entry of this formula, charge and spin)   0.00 kJ/mol

Positions of all 131 atoms, in Å:
C1 11.098 9.624 -5.357
C2 9.896 10.337 -4.768
O1 10.071 11.760 -4.705
C3 10.362 12.380 -3.589
O2 10.587 11.840 -2.546
C4 10.170 13.901 -3.717
F1 9.224 14.262 -2.846
F2 11.270 14.576 -3.442
F3 9.725 14.252 -4.917
H1 10.937 8.543 -5.374
H2 12.048 9.849 -4.876
H3 11.271 9.802 -6.424
H4 9.757 9.909 -3.776
H5 9.021 10.273 -5.407
C5 7.702 17.378 -2.489
C6 6.790 17.234 -3.702
O3 6.946 18.205 -4.748
C7 8.010 18.112 -5.525
O4 8.754 17.178 -5.504
C8 8.062 19.261 -6.540
F4 8.505 20.362 -5.933
F5 8.883 18.945 -7.552
F6 6.868 19.494 -7.094
H6 7.277 16.780 -1.685
H7 7.769 18.416 -2.157
H8 8.729 17.044 -2.638
H9 5.782 17.459 -3.356
H10 6.772 16.228 -4.120
C9 8.123 13.271 -13.757
C10 6.727 12.704 -13.939
O5 6.213 12.841 -15.277
C11 5.813 14.030 -15.645
O6 5.876 15.040 -15.006
C12 5.319 13.989 -17.117
F7 6.385 13.890 -17.931
F8 4.595 12.868 -17.311
F9 4.592 15.037 -17.441
H11 8.190 14.354 -13.855
H12 8.842 12.879 -14.480
H13 8.499 12.971 -12.778
H14 6.027 13.166 -13.257
H15 6.791 11.636 -13.744
C13 2.542 12.945 -14.347
C14 2.213 13.738 -13.109
O7 3.455 14.127 -12.488
C15 3.608 15.393 -12.135
O8 2.753 16.221 -12.058
C16 5.035 15.727 -11.663
F10 5.494 16.812 -12.277
F11 4.978 15.999 -10.350
F12 5.885 14.719 -11.853
H16 1.698 12.393 -14.762
H17 3.250 12.163 -14.061
H18 2.972 13.565 -15.132
H19 1.680 13.132 -12.378
H20 1.625 14.626 -13.338
C17 7.955 9.353 -9.580
C18 7.106 8.512 -10.492
O9 6.044 9.329 -11.006
C19 4.989 9.549 -10.252
O10 4.779 8.993 -9.216
C20 4.111 10.710 -10.758
F13 2.965 10.239 -11.270
F14 3.796 11.508 -9.751
F15 4.732 11.413 -11.690
H21 8.577 10.084 -10.106
H22 8.756 8.755 -9.129
H23 7.457 9.943 -8.811
H24 6.713 7.644 -9.967
H25 7.762 8.237 -11.314
C21 12.489 20.285 -3.237
C22 11.319 19.391 -3.551
O11 11.689 18.221 -4.281
C23 11.978 18.383 -5.557
O12 11.691 19.317 -6.239
C24 12.517 17.089 -6.213
F16 13.028 16.238 -5.356
F17 11.541 16.476 -6.886
F18 13.383 17.469 -7.157
H26 13.172 19.941 -2.462
H27 12.056 21.216 -2.863
H28 13.049 20.495 -4.148
H29 10.621 19.981 -4.155
H30 10.734 19.157 -2.662
C25 11.688 10.992 -9.251
C26 12.713 10.806 -10.332
O13 13.406 9.550 -10.236
C27 14.691 9.565 -9.922
O14 15.303 10.503 -9.521
C28 15.384 8.201 -10.052
F19 15.811 7.763 -8.893
F20 14.630 7.282 -10.643
F21 16.423 8.392 -10.871
H31 10.818 10.352 -9.421
H32 11.215 11.970 -9.386
H33 11.964 10.927 -8.201
H34 13.346 11.687 -10.436
H35 12.193 10.765 -11.290
O15 6.537 12.480 -9.341
S1 7.795 13.169 -9.355
O16 8.801 12.672 -10.258
O17 7.494 14.720 -9.588
C29 8.311 15.630 -8.843
C30 8.615 14.785 -7.572
O18 8.436 13.433 -7.902
H36 9.248 15.859 -9.346
H37 7.743 16.539 -8.684
H38 7.983 15.106 -6.747
H39 9.656 14.879 -7.272
O19 7.023 13.310 -4.148
S2 6.167 12.799 -5.190
O20 5.785 13.697 -6.243
O21 6.820 11.515 -5.876
C31 5.934 10.393 -5.970
C32 4.574 10.891 -5.497
O22 4.845 11.987 -4.639
H40 5.833 9.986 -6.973
H41 6.353 9.699 -5.241
H42 3.909 10.160 -5.042
H43 3.992 11.270 -6.345
O23 10.786 14.958 -11.812
S3 11.305 16.286 -11.841
O24 12.631 16.506 -11.377
O25 11.083 16.980 -13.269
C33 9.752 17.431 -13.459
C34 9.518 18.075 -12.075
O26 10.153 17.235 -11.142
H44 9.636 18.132 -14.276
H45 9.159 16.519 -13.570
H46 8.458 18.199 -11.844
H47 9.943 19.080 -12.005

***

Entry from the OMol25 dataset: a cluster of 10 separate species, C4H30N2O9 in total at a distorted geometry (the ωB97M-V functional and the def2-TZVPD basis).

Largest force on an atom   3.126 eV/A
Molar mass   250.29 g/mol
E   -26041.1480 eV
Total charge   0
Gap between HOMO and LUMO   8.12 eV
LUMO energy   -0.185 eV
Relative energy (zero: lowest compared OMol25 entry of this formula, charge and spin)   368.26 kJ/mol

Positions of all 45 atoms, in Å:
C1 0.116 -2.113 2.406
N1 1.230 -2.152 1.396
C2 1.498 -1.189 0.296
C3 0.819 -1.601 -1.054
C4 -0.706 -1.479 -1.086
N2 -1.420 -0.215 -1.271
H1 0.626 -2.067 3.378
H2 -0.432 -1.199 2.339
H3 -0.441 -3.016 2.256
H4 1.568 -3.112 1.239
H5 2.578 -1.310 0.205
H6 1.205 -0.137 0.627
H7 1.286 -2.592 -1.196
H8 1.090 -0.900 -1.827
H9 -1.156 -2.119 -0.290
H10 -1.041 -2.190 -1.832
H11 -1.400 0.376 -0.412
H12 -0.944 0.366 -1.938
O1 -3.611 -2.643 0.768
H13 -4.225 -1.988 0.389
H14 -2.813 -2.122 0.628
O2 1.337 2.092 1.429
H15 0.716 2.345 0.690
H16 2.091 1.914 0.841
O3 -1.554 1.721 -4.099
H17 -1.991 1.515 -3.272
H18 -1.354 0.939 -4.617
O4 -0.053 3.805 -1.296
H19 0.167 4.741 -1.391
H20 -0.614 3.653 -2.064
O5 3.398 2.839 -0.336
H21 4.247 2.497 -0.042
H22 3.096 3.577 0.197
O6 3.614 2.299 -2.871
H23 3.405 2.723 -2.010
H24 2.749 2.070 -3.226
O7 2.571 0.384 3.219
H25 1.648 0.530 2.989
H26 2.679 -0.571 3.244
O8 -2.722 -1.673 3.532
H27 -3.085 -1.694 2.644
H28 -2.415 -2.552 3.757
O9 -4.197 -0.105 -0.651
H29 -3.543 -0.460 -1.263
H30 -4.016 0.812 -0.428

***

Entry from the OMol25 dataset: the molecule C6H8O2 at a distorted geometry (the ωB97M-V functional and the def2-TZVPD basis).

Largest force on an atom   3.677 eV/A
Molar mass   112.13 g/mol
E   -10444.5661 eV
Total charge   0
Gap between HOMO and LUMO   9.66 eV
LUMO energy   0.858 eV
Relative energy (zero: lowest compared OMol25 entry of this formula, charge and spin)   208.44 kJ/mol

Positions of all 16 atoms, in Å:
O1 2.191 0.171 -0.063
C1 0.896 0.078 -0.684
C2 0.028 1.262 -0.318
C3 -0.808 0.743 0.824
C4 -0.247 -0.598 1.212
C5 0.062 -1.097 -0.198
O2 -1.188 -0.832 -0.946
C6 -1.314 0.471 -0.627
H1 2.562 -0.670 -0.282
H2 1.012 -0.039 -1.755
H3 0.328 2.246 -0.647
H4 -1.398 1.263 1.551
H5 -1.002 -1.236 1.717
H6 0.652 -0.564 1.818
H7 0.400 -2.095 -0.505
H8 -2.174 0.896 -1.098

***

Entry from the OMol25 dataset: the molecule C3H5NO3 at a distorted geometry (the ωB97M-V functional and the def2-TZVPD basis).

Largest force on an atom   1.647 eV/A
Molar mass   103.08 g/mol
E   -10824.1088 eV
Total charge   0
Gap between HOMO and LUMO   10.85 eV
LUMO energy   0.777 eV
Relative energy (zero: lowest compared OMol25 entry of this formula, charge and spin)   152.34 kJ/mol

Positions of all 12 atoms, in Å:
N1 1.548 -0.709 -0.613
C1 0.779 -0.436 0.500
O1 1.184 0.193 1.452
C2 -0.666 -0.913 0.520
O2 -1.565 0.333 0.273
C3 -1.071 1.472 -0.288
O3 0.023 1.609 -0.767
H1 1.066 -0.886 -1.487
H2 2.239 0.024 -0.727
H3 -0.789 -1.853 -0.082
H4 -0.971 -1.169 1.534
H5 -1.776 2.334 -0.316

***

Entry from the OMol25 dataset: a cluster of 3 separate species, C19H42N2O7P in total (the ωB97M-V functional and the def2-TZVPD basis).

Largest force on an atom   0.651 eV/A
Molar mass   441.53 g/mol
E   -46979.3696 eV
Total charge   +1
Gap between HOMO and LUMO   9.67 eV
LUMO energy   -2.021 eV
Relative energy (zero: lowest compared OMol25 entry of this formula, charge and spin)   0.00 kJ/mol

Positions of all 71 atoms, in Å:
C1 0.464 4.147 1.853
C2 1.936 4.169 1.432
C3 2.581 2.793 1.337
O1 2.566 2.310 -0.024
C4 2.220 0.996 -0.233
N1 0.789 0.872 -0.721
P1 0.350 2.514 -1.590
N2 1.239 2.263 -2.986
O2 -1.133 1.941 -1.926
C5 -0.159 0.672 0.425
C6 0.171 -0.612 1.183
O3 0.736 -1.623 0.375
C7 0.332 -1.631 -0.977
C8 -1.110 -2.085 -1.209
O4 -2.028 -1.012 -1.217
C9 -2.994 -1.075 -0.177
C10 -3.992 0.039 -0.321
O5 -3.336 1.253 0.010
C11 -4.189 2.384 0.112
C12 -3.946 3.365 -1.021
C13 0.643 -0.288 -1.673
H1 0.153 5.110 2.258
H2 -0.193 3.923 1.008
H3 0.280 3.388 2.618
H4 2.507 4.760 2.148
H5 2.028 4.645 0.452
H6 3.627 2.832 1.647
H7 2.076 2.073 1.989
H8 2.850 0.588 -1.021
H9 2.338 0.406 0.676
H10 1.513 3.142 -3.408
H11 0.856 1.641 -3.685
H12 -1.765 2.671 -1.990
H13 -1.175 0.738 0.047
H14 -0.022 1.506 1.120
H15 0.915 -0.408 1.956
H16 -0.723 -0.971 1.700
H17 0.969 -2.379 -1.454
H18 -1.147 -2.580 -2.186
H19 -1.384 -2.829 -0.455
H20 -3.496 -2.048 -0.167
H21 -2.515 -0.957 0.802
H22 -4.402 0.075 -1.336
H23 -4.799 -0.148 0.397
H24 -3.996 2.856 1.079
H25 -5.237 2.068 0.115
H26 -3.964 2.846 -1.983
H27 -2.983 3.870 -0.901
H28 -4.723 4.130 -1.044
H29 -0.154 -0.059 -2.378
H30 1.576 -0.363 -2.224
C14 5.714 0.911 -0.260
C15 5.788 -0.246 0.710
O6 5.216 -0.189 1.775
C16 6.574 -1.457 0.283
H31 5.126 1.704 0.195
H32 6.705 1.289 -0.511
H33 5.241 0.584 -1.189
H34 7.611 -1.181 0.089
H35 6.162 -1.866 -0.641
H36 6.539 -2.213 1.063
C17 -2.689 -6.566 2.062
C18 -3.151 -5.364 1.281
O7 -3.292 -4.279 1.797
C19 -3.435 -5.571 -0.188
H37 -2.520 -6.289 3.100
H38 -3.441 -7.356 2.013
H39 -1.766 -6.960 1.634
H40 -4.222 -6.316 -0.317
H41 -2.542 -5.924 -0.706
H42 -3.765 -4.628 -0.620

***

Entry from the OMol25 dataset: a cluster of 2 separate species, C10H19NO in total at a distorted geometry (the ωB97M-V functional and the def2-TZVPD basis).

Largest force on an atom   1.229 eV/A
Molar mass   169.27 g/mol
E   -14213.8172 eV
Total charge   0
Gap between HOMO and LUMO   9.20 eV
LUMO energy   0.969 eV
Relative energy (zero: lowest compared OMol25 entry of this formula, charge and spin)   175.20 kJ/mol

Positions of all 31 atoms, in Å:
C1 3.142 1.012 1.581
C2 2.810 1.021 0.089
O1 1.465 0.640 -0.198
C3 1.881 -0.310 -1.170
C4 3.358 -0.113 -0.802
C5 4.063 -1.256 -0.088
H1 2.707 0.140 2.051
H2 2.745 1.890 2.096
H3 4.236 0.937 1.714
H4 3.025 2.006 -0.365
H5 1.621 0.033 -2.182
H6 1.440 -1.308 -0.979
H7 3.933 0.258 -1.663
H8 3.424 -1.732 0.669
H9 4.991 -0.907 0.418
H10 4.341 -2.032 -0.801
C6 -4.114 1.838 -0.545
C7 -3.471 0.521 -0.281
C8 -2.384 -0.064 -0.775
C9 -2.175 -1.458 -0.233
N1 -3.397 -1.652 0.559
C10 -3.938 -0.328 0.862
H11 -3.461 2.443 -1.193
H12 -4.356 2.385 0.373
H13 -5.083 1.750 -1.067
H14 -1.648 0.352 -1.460
H15 -1.235 -1.406 0.351
H16 -2.065 -2.205 -1.044
H17 -3.231 -2.229 1.370
H18 -5.044 -0.361 0.901
H19 -3.579 0.132 1.811